No. 1
A cluster of 2 separate species, C10H10N2O2 in total in a non-equilibrium geometry, computed with ωB97M-V with the def2-TZVPD basis set.

Properties
Net charge   0
Multiplicity   1
SMILES   O=c1cc[nH]c(=O)[nH]1.c1ccccc1
Relative energy (zero: lowest compared OMol25 entry of this formula, charge and spin)   701.50 kJ/mol
Gap between HOMO and LUMO   7.9 eV

```
24
Properties=species:S:1:pos:R:3:nbo_charge:R:1
O 2.884 2.227 0.561 -0.574
C 2.745 1.051 0.303 0.653
C 3.790 -0.120 0.186 -0.403
C 3.193 -1.335 -0.141 0.046
N 1.819 -1.494 -0.220 -0.625
C 0.935 -0.414 -0.496 0.781
O -0.101 -0.666 -1.043 -0.549
N 1.429 0.758 -0.017 -0.686
H 4.930 0.284 0.300 0.278
H 3.851 -2.180 -0.548 0.232
H 1.533 -2.476 -0.713 0.437
H 0.888 1.663 -0.526 0.466
C -3.702 0.281 -0.107 -0.240
C -2.794 1.036 -0.819 -0.212
C -1.387 1.028 -0.548 -0.220
C -0.915 0.236 0.554 -0.130
C -1.825 -0.690 1.106 -0.252
C -3.151 -0.612 0.847 -0.199
H -4.656 0.148 -0.095 0.199
H -3.281 1.552 -1.670 0.207
H -0.858 1.760 -1.168 0.196
H 0.145 0.183 0.703 0.191
H -1.562 -1.221 2.092 0.205
H -3.908 -0.997 1.459 0.197
```

---

No. 2
An isolated molecule of C10H10N2S in a non-equilibrium geometry, computed with ωB97M-V with the def2-TZVPD basis set.

Properties
Net charge   0
Multiplicity   1
SMILES   S=C=Nc1ccc2c(c1)CNCC2
Relative energy (zero: lowest compared OMol25 entry of this formula, charge and spin)   65.47 kJ/mol
Gap between HOMO and LUMO   9.2 eV

```
23
Properties=species:S:1:pos:R:3:nbo_charge:R:1
S 5.107 -0.173 0.016 -0.084
C 3.509 -0.249 -0.002 0.295
N 2.340 -0.341 0.023 -0.430
C 0.990 0.059 0.011 0.108
C 0.685 1.400 -0.050 -0.216
C -0.688 1.784 -0.058 -0.173
C -1.674 0.796 -0.030 -0.024
C -1.328 -0.557 -0.004 -0.029
C 0.012 -0.916 0.015 -0.193
C -2.406 -1.631 0.063 -0.244
N -3.742 -1.164 -0.288 -0.609
C -4.057 0.076 0.363 -0.218
C -3.134 1.219 -0.070 -0.442
H 1.454 2.166 -0.058 0.229
H -0.938 2.880 -0.037 0.220
H 0.263 -1.969 -0.015 0.223
H -2.399 -2.065 1.071 0.202
H -2.140 -2.454 -0.587 0.211
H -3.822 -1.084 -1.310 0.355
H -5.061 0.344 0.147 0.202
H -4.004 -0.078 1.455 0.189
H -3.420 1.547 -1.065 0.211
H -3.285 2.123 0.574 0.216
```

---

No. 3
A cluster of 2 separate species, C10H10NO in total in a non-equilibrium geometry, computed with ωB97M-V with the def2-TZVPD basis set.

Properties
Net charge   +1
Multiplicity   1
Relative energy (zero: lowest compared OMol25 entry of this formula, charge and spin)   371.63 kJ/mol
Gap between HOMO and LUMO (spin up / spin down)   6.3 / 7.4 eV

```
22
Properties=species:S:1:pos:R:3:nbo_charge:R:1
C -2.957 -1.199 0.539 -0.123
C -1.933 -2.128 0.220 -0.215
C -2.665 0.153 0.564 -0.239
C -0.616 -1.693 -0.072 -0.118
C -1.393 0.527 0.281 0.063
C -0.314 -0.331 -0.125 -0.183
C 4.588 0.280 0.514 0.643
C -0.873 1.980 0.201 -0.256
C 2.266 -0.015 -0.391 -0.597
C 0.878 0.426 -0.145 0.339
N 0.571 1.742 0.027 -0.509
O 5.097 -0.810 0.398 -0.646
H -3.977 -1.518 0.887 0.240
H -2.234 -3.131 0.186 0.232
H -3.492 0.817 0.694 0.239
H 0.205 -2.481 -0.062 0.225
H -1.416 2.548 -0.701 0.251
H -0.992 2.625 1.147 0.247
H 2.901 0.693 -0.790 0.214
H 2.488 -1.061 -0.453 0.200
H 1.359 2.350 0.176 0.425
H 4.846 -1.662 0.137 0.567
```

---

No. 4
The ion C10H10NO4 with charge +1 in a non-equilibrium geometry, computed with ωB97M-V with the def2-TZVPD basis set.

Properties
Net charge   +1
Multiplicity   1
Relative energy (zero: lowest compared OMol25 entry of this formula, charge and spin)   0.00 kJ/mol
Gap between HOMO and LUMO (spin up / spin down)   8.0 / 8.0 eV

```
25
Properties=species:S:1:pos:R:3:nbo_charge:R:1
C -1.116 -2.821 -0.128 0.357
C 2.036 0.527 1.059 0.728
C 0.488 -0.874 2.221 0.779
C -0.940 1.100 -1.354 -0.430
C -2.039 0.581 -0.413 -0.428
C 0.199 1.455 -0.367 -0.008
C -1.296 0.512 0.931 0.081
C 1.216 0.358 -0.204 0.228
C -0.413 -0.753 1.001 -0.114
C 1.875 -0.359 -1.303 -0.719
N -0.823 -1.860 0.449 -0.183
O 3.033 1.167 1.044 -0.449
O 0.257 -1.594 3.132 -0.459
O 1.586 -0.080 2.186 -0.464
O -0.433 1.614 0.890 -0.476
H -1.475 -3.703 -0.585 0.294
H -0.628 0.350 -2.076 0.214
H -1.264 1.985 -1.894 0.254
H -2.843 1.306 -0.322 0.253
H -2.468 -0.369 -0.723 0.213
H 0.708 2.397 -0.596 0.272
H -1.936 0.596 1.812 0.246
H 1.257 -0.473 -2.187 0.246
H 2.279 -1.323 -0.991 0.259
H 2.741 0.259 -1.579 0.305
```

---

No. 5
An isolated molecule of C10H10O2 in a non-equilibrium geometry, computed with ωB97M-V with the def2-TZVPD basis set.

Properties
Net charge   0
Multiplicity   1
SMILES   C=C(C)C(=O)Oc1ccccc1
Relative energy (zero: lowest compared OMol25 entry of this formula, charge and spin)   341.45 kJ/mol
Gap between HOMO and LUMO   8.1 eV

```
22
Properties=species:S:1:pos:R:3:nbo_charge:R:1
C 2.203 1.412 -1.016 -0.279
C 2.351 0.183 -0.374 -0.151
C 3.625 -0.613 -0.573 -0.641
C 1.466 -0.092 0.788 0.765
O 1.580 -1.020 1.552 -0.512
O 0.265 0.714 0.819 -0.541
C -0.844 0.302 0.091 0.325
C -1.062 -0.974 -0.453 -0.293
C -2.326 -1.406 -0.652 -0.189
C -3.377 -0.464 -0.464 -0.229
C -3.130 0.794 0.068 -0.202
C -1.882 1.200 0.434 -0.249
H 1.595 2.342 -0.797 0.221
H 2.444 1.507 -2.082 0.195
H 4.201 -0.637 0.379 0.246
H 3.483 -1.607 -1.034 0.227
H 4.204 -0.144 -1.425 0.223
H -0.201 -1.477 -0.767 0.218
H -2.489 -2.422 -0.839 0.219
H -4.543 -0.739 -0.555 0.216
H -3.943 1.423 0.231 0.207
H -1.667 2.152 0.817 0.224
```

---

No. 6
The ion C10H10O3P with charge -1 in a non-equilibrium geometry, computed with ωB97M-V with the def2-TZVPD basis set.

Properties
Net charge   -1
Expectation value of S²   2.02
Multiplicity   3
Gap between HOMO and LUMO (spin up / spin down)   3.3 / 5.0 eV

```
24
Properties=species:S:1:pos:R:3:mulliken_spin:R:1
C 3.231 -0.461 -0.878 0.180
C 2.695 -1.669 -0.632 -0.042
C 2.676 0.729 -0.493 0.053
C 1.584 -1.724 0.114 0.156
C 1.538 0.665 0.311 -0.059
C 0.975 -0.589 0.659 0.588
C -1.627 -1.027 0.060 0.345
C -2.213 0.141 -0.388 0.226
C -2.326 -2.436 0.031 0.015
C -2.137 1.540 0.287 0.005
O -3.226 -2.467 -0.839 0.032
O -1.799 -3.369 0.632 0.026
O -3.014 -0.021 -1.464 0.121
P -0.635 -0.675 1.543 0.256
H 4.169 -0.503 -1.512 0.021
H 3.053 -2.534 -1.194 -0.008
H 3.156 1.710 -0.528 0.033
H 0.987 -2.552 0.177 0.046
H 1.132 1.521 0.799 -0.034
H -2.135 1.342 1.336 -0.007
H -3.065 2.056 -0.129 0.003
H -1.281 2.100 -0.013 0.025
H -3.238 -0.951 -1.262 0.003
H -0.469 -1.949 1.982 0.019
```

---

No. 7
A cluster of 2 separate species, C10H10O3S in total in a non-equilibrium geometry, computed with ωB97M-V with the def2-TZVPD basis set.

Properties
Net charge   0
Multiplicity   1
Relative energy (zero: lowest compared OMol25 entry of this formula, charge and spin)   450.47 kJ/mol
Gap between HOMO and LUMO   7.3 eV

```
24
Properties=species:S:1:pos:R:3:nbo_charge:R:1
C 0.643 2.784 -2.007 -0.079
C 0.417 2.303 -0.901 0.010
C -2.588 -1.617 -0.011 -0.131
C -2.377 -0.966 1.204 -0.226
C -2.003 -1.022 -1.137 -0.194
C -1.713 0.231 1.286 -0.103
C -1.218 0.135 -1.028 -0.105
C -1.068 0.791 0.141 -0.184
C 3.176 -1.026 0.816 -0.891
C -0.119 1.824 0.289 0.098
O 2.230 0.209 -1.211 -1.006
O 0.817 -1.503 -0.335 -0.973
O 1.441 0.477 1.103 -0.922
S 1.730 -0.459 -0.059 2.404
H 0.945 3.115 -2.950 0.241
H -3.276 -2.368 -0.084 0.215
H -2.673 -1.362 2.173 0.220
H -2.096 -1.596 -2.100 0.227
H -1.756 0.767 2.286 0.218
H -0.459 0.421 -1.745 0.243
H 3.740 -1.711 0.191 0.225
H 3.701 -0.201 1.286 0.245
H 2.633 -1.567 1.612 0.225
H -0.127 2.342 1.181 0.241
```

---

No. 8
An isolated molecule of C10H11BBrClF3NO4 in a non-equilibrium geometry, computed with ωB97M-V with the def2-TZVPD basis set.

Properties
Net charge   0
Multiplicity   1
Gap between HOMO and LUMO   3.6 eV

```
32
Properties=species:S:1:pos:R:3:nbo_charge:R:1
C 2.685 3.619 1.283 -1.020
B 2.932 2.529 0.073 1.120
O 3.847 2.975 -0.985 -0.937
N 2.240 1.182 0.028 -0.690
C 1.326 0.835 1.132 -0.007
C 0.549 -0.528 1.123 -0.216
C 0.785 -1.508 -0.096 -0.196
C -0.073 -2.866 -0.082 0.738
O 0.471 -4.005 -0.027 -0.504
O -1.527 -2.762 -0.082 -0.530
C -2.025 -1.883 -1.148 -0.121
C -2.801 -0.551 -0.600 0.003
O -1.933 0.607 -0.515 -0.711
C -3.672 -0.815 0.728 0.966
F -2.907 -1.075 1.899 -0.326
F -4.485 0.343 1.043 -0.344
F -4.588 -1.882 0.402 -0.323
C 1.780 -1.106 -1.247 -0.044
Cl 2.028 -2.237 -2.680 0.021
C 2.502 0.282 -1.124 0.008
H 3.581 4.334 1.416 0.260
H 2.570 3.083 2.309 0.231
H 1.684 4.188 1.136 0.253
H 3.339 3.474 -1.675 0.504
H 1.109 1.516 2.029 0.247
H -0.173 -0.746 1.979 0.257
H -2.844 -2.485 -1.712 0.241
H -1.248 -1.595 -1.936 0.249
H -3.573 -0.304 -1.434 0.214
H -2.048 1.083 0.340 0.490
H 3.229 0.546 -1.974 0.267
Br -2.759 -4.248 0.397 -0.101
```

---

No. 9
A structure of composition C10H11BCl3F4N2O2RuS, computed with ωB97M-V with the def2-TZVPD basis set.

Properties
Net charge   0
Expectation value of S²   0.76
Multiplicity   2
Relative energy (zero: lowest compared OMol25 entry of this formula, charge and spin)   41.15 kJ/mol
Gap between HOMO and LUMO (spin up / spin down)   7.8 / 7.7 eV

```
35
Properties=species:S:1:pos:R:3:mulliken_spin:R:1
Ru 1.054 0.441 0.243 0.771
O 0.301 2.187 -0.348 0.023
N -1.030 2.267 -0.323 0.013
C -1.581 3.364 -0.887 -0.014
C -2.935 3.540 -0.877 0.015
C -3.740 2.573 -0.266 -0.011
C -3.156 1.477 0.314 0.018
C -1.765 1.321 0.290 -0.009
S -0.946 -0.005 1.036 0.047
H -0.863 4.045 -1.316 0.000
H -3.355 4.420 -1.339 0.001
H -4.815 2.690 -0.248 -0.001
H -3.741 0.714 0.807 0.001
C 1.549 -2.347 -2.195 0.006
C 0.309 -1.556 -1.804 -0.009
C -0.698 -1.496 -2.941 0.008
O 0.657 -0.223 -1.472 0.135
H 1.287 -3.376 -2.447 0.000
H 2.275 -2.368 -1.382 0.000
H 2.025 -1.887 -3.063 0.000
H -0.165 -2.034 -0.938 0.004
H -0.240 -1.049 -3.825 -0.001
H -1.554 -0.885 -2.652 -0.003
H -1.054 -2.495 -3.198 0.002
F 2.294 2.416 3.859 0.001
B 1.420 1.698 3.094 0.002
F 2.081 1.563 1.719 0.005
F 1.252 0.389 3.531 0.000
F 0.216 2.336 2.871 0.000
Cl 3.620 -2.653 3.820 0.000
C 2.618 -3.273 2.510 0.000
Cl 3.512 -4.345 1.493 0.000
Cl 1.184 -4.080 3.149 0.000
C 2.169 -2.128 1.709 -0.011
N 1.818 -1.242 1.079 0.007
```

---

Calculated values (eV) of E for the records, taken in order: -17601.271; -24347.490; -14057.534; -20201.652; -14624.407; -25959.409; -27504.470; -111613.729; -80158.566.